(1)
This record from OMol25 describes a molecular structure, C5H20AgO6 in a non-equilibrium geometry. The level of theory is ωB97M-V/def2-TZVPD.

Computed properties:
**Multiplicity**: 2
**Max |F|**: 0.3437 Eh/bohr
**Highest occupied orbital energy (alpha / beta)**: -7.0 / -6.7 eV
**Net charge**: 0
**Calculated total energy**: -21779.5765 eV

```
32
Properties=species:S:1:pos:R:3:forces:R:3
Ag -25.302000 -0.626000 18.914000 -4.70 -0.41 -1.43
C -22.614000 -2.269000 20.750000 0.91 -1.18 1.23
C -24.076000 -2.758000 20.496000 1.58 2.36 -1.40
C -25.003000 -2.438000 21.622000 3.51 2.39 1.72
O -24.404000 -1.965000 19.340000 7.58 -14.06 4.14
H -22.228000 -1.279000 20.407000 -1.26 -0.49 0.32
H -21.901000 -2.979000 20.336000 -0.04 -0.26 -0.59
H -22.369000 -2.416000 21.802000 0.01 0.52 0.38
H -24.050000 -3.832000 20.314000 -0.11 -0.15 -0.40
H -24.456000 -2.727000 22.554000 -0.95 -0.12 -0.42
H -25.962000 -2.763000 21.583000 -2.79 -1.65 -0.25
H -25.086000 -1.331000 21.696000 0.20 -0.45 -0.11
C -26.366000 2.302000 19.311000 -3.74 -0.78 0.06
C -26.025000 1.485000 20.510000 2.21 0.20 -0.27
O -25.116000 0.568000 20.001000 3.81 12.03 12.37
H -25.633000 2.906000 18.900000 1.94 0.88 -0.43
H -27.238000 2.948000 19.453000 -0.16 0.00 -0.02
H -26.652000 1.526000 18.565000 -0.02 0.77 -0.02
H -26.793000 0.905000 20.977000 -1.33 0.26 0.40
H -25.462000 2.068000 21.267000 -0.54 -0.11 -0.04
O -22.216000 -1.904000 17.617000 1.83 -0.03 -0.66
H -21.384000 -2.079000 18.101000 -0.77 0.18 -0.42
H -22.909000 -2.025000 18.257000 -1.02 -0.03 0.96
O -24.843000 -0.260000 17.288000 3.31 3.36 -13.71
H -24.163000 0.393000 17.025000 -0.31 -0.59 -0.55
H -25.307000 -0.634000 16.511000 0.84 0.53 -0.22
O -24.872000 -3.421000 16.946000 -1.85 -0.43 -2.04
H -24.891000 -2.898000 17.721000 0.62 0.61 1.81
H -24.076000 -3.914000 16.896000 1.18 -0.31 0.22
O -27.034000 -1.217000 18.836000 -9.89 -1.12 -1.86
H -27.748000 -0.760000 18.315000 0.52 -0.75 0.71
H -27.433000 -2.007000 19.164000 -0.62 -1.19 0.51
```
Positions in Å, forces in eV/Å.

Atom charges from the Löwdin analysis, given in e for atoms 1 to 6:
1. Ag 1.17
2. C -0.07
3. C -0.45
4. C -0.06
5. O -0.52
6. H 0.10



(2)
This record from OMol25 describes 2 unconnected molecules or ions with the total composition C10H15N3O in a non-equilibrium geometry. The level of theory is ωB97M-V/def2-TZVPD.

Computed properties:
**Max |F|**: 0.0280 Eh/bohr
**Highest occupied orbital energy**: -8.8 eV
**Net charge**: 0
**Relative energy (zero: lowest compared OMol25 entry of this formula, charge and spin)**: 78.2 kcal per mole
**SMILES string**: COCCCCC=C=C=N.[H]/N=C/C#N
**Calculated total energy**: -17126.9562 eV

```
29
Properties=species:S:1:pos:R:3:forces:R:3
C -0.256589 1.926735 -1.003968 0.07 0.02 0.04
O -0.307430 0.610648 -1.491179 -0.02 -0.21 -0.28
C 0.834748 0.234400 -2.223876 0.02 -0.08 -0.36
C 0.709366 -1.236499 -2.613972 0.17 0.27 0.26
C 0.991461 -2.213722 -1.471753 -0.27 0.02 -0.17
C -0.070623 -2.215937 -0.368958 0.15 -0.13 -0.16
C 0.036833 -1.058152 0.569332 -0.37 -0.10 0.29
C -0.972947 -0.532211 1.228374 0.66 -0.48 -0.31
C -2.040650 -0.115286 1.757121 -0.34 0.09 0.16
N -2.912620 0.461819 2.408149 -0.19 0.42 0.39
H -1.176303 2.079217 -0.444192 -0.01 0.13 0.04
H -0.197400 2.652983 -1.824566 -0.01 -0.01 0.03
H 0.596545 2.073552 -0.331696 -0.03 0.03 -0.02
H 0.912044 0.855108 -3.131640 0.03 -0.03 0.12
H 1.746762 0.401674 -1.627769 -0.05 0.00 -0.03
H 1.411815 -1.437505 -3.427538 -0.07 0.04 -0.01
H -0.304441 -1.396135 -2.990228 0.04 -0.01 -0.11
H 1.044755 -3.218838 -1.897291 0.07 0.01 0.07
H 1.967600 -1.988392 -1.034999 0.07 -0.08 0.01
H -1.072046 -2.256574 -0.802805 0.01 -0.03 0.09
H 0.067714 -3.124161 0.233527 -0.07 0.08 -0.02
H 1.043811 -0.696547 0.759201 0.05 0.09 0.05
H -3.876897 0.172241 2.288325 0.03 -0.17 -0.18
H -0.791855 3.284868 2.350240 -0.17 -0.26 0.28
N 0.054534 2.724123 2.292724 0.43 0.17 -0.28
C 0.053397 1.694879 3.020665 -1.23 0.62 0.42
C 1.178871 0.827854 3.027729 0.90 -0.41 -0.11
N 2.075593 0.114064 3.051363 0.17 -0.15 0.03
H -0.746047 1.375796 3.699679 -0.03 0.18 -0.22
```
Positions in Å, forces in eV/Å.

Atom charges from the Löwdin analysis, given in e for atoms 1 to 6:
1. C -0.11
2. O -0.22
3. C -0.24
4. C -0.17
5. C -0.20
6. C -0.18



(3)
This record from OMol25 describes 2 unconnected molecules or ions with the total composition C3H9N2O2. The level of theory is ωB97M-V/def2-TZVPD.

Computed properties:
**Max |F|**: 0.0161 Eh/bohr
**Highest occupied orbital energy**: -14.9 eV
**Net charge**: +1
**Relative energy (zero: lowest compared OMol25 entry of this formula, charge and spin)**: 6.4 kcal per mole
**Calculated total energy**: -10326.5750 eV

```
16
Properties=species:S:1:pos:R:3:forces:R:3
C 2.855464 -0.033274 0.571192 0.13 -0.39 0.72
C -3.359005 0.554538 -0.248753 -0.28 0.76 -0.10
C -1.118278 -0.336279 -0.256372 0.21 0.77 0.02
N 4.104756 0.300083 0.312565 0.14 0.16 -0.35
N -2.397578 -0.529832 -0.294303 0.03 -0.83 0.04
O 1.969125 -0.089923 -0.280860 -0.43 -0.11 -0.48
O -0.258266 -1.264209 -0.278647 0.56 -0.14 -0.07
H -4.356891 0.152358 -0.107629 0.05 -0.06 0.04
H -3.130507 1.230873 0.575361 -0.06 -0.11 -0.01
H -3.340378 1.123950 -1.179538 -0.05 -0.11 0.04
H -0.793740 0.709778 -0.202314 0.03 -0.20 0.00
H 4.817134 0.309815 1.023456 -0.11 0.01 0.06
H 4.370606 0.511842 -0.639533 0.01 0.01 0.06
H -2.750339 -1.481271 -0.351958 0.20 0.09 -0.01
H 0.732297 -0.869675 -0.264140 -0.48 0.09 0.14
H 2.655600 -0.288774 1.621472 0.04 0.06 -0.09
```
Positions in Å, forces in eV/Å.

Atom charges from the Löwdin analysis, given in e for atoms 1 to 6:
1. C -0.33
2. C -0.03
3. C -0.19
4. N 0.18
5. N 0.05
6. O 0.00



> max |F| of number 2 (C10H15N3O)?

0.0280 Eh/bohr



> The lowest max |F| belongs to which entry?

C3H9N2O2



> Among the records above, which one has the lowest calculated total energy?

C5H20AgO6